[1]
Formula: C12H13CrN3O5
Source: the OMol25 dataset
Level of theory: ωB97M-V/def2-TZVPD

The LUMO energy (spin up / spin down) is -1.20 / -1.32 eV. As for the expectation value of S²: 6.012. Its frontier orbital gap (spin up / spin down) is 6.82 / 8.07 eV. As for the charge: 0. The energy above the lowest of the compared OMol25 structures with the same formula, charge and spin comes out at 0.0 kcal/mol. Its spin multiplicity is 5. The energy is -2050.08972 a.u.

The geometry in XYZ format:
```
34
C12H13CrN3O5 (ωB97M-V/def2-TZVPD)
Cr 0.7741 0.2818 -0.6653
O -0.9603 -0.0796 -1.9189
C -2.0393 0.6043 -1.2362
C -1.6973 2.0616 -0.9634
N -0.4129 2.1900 -0.2742
C 0.4408 3.2284 -0.8633
C 1.0152 2.7464 -2.2064
O 1.1990 3.5365 -3.1076
O 1.2495 1.4692 -2.2364
C -0.4476 2.2321 1.1844
C 0.8471 1.6531 1.7952
O 1.0724 1.8403 2.9711
O 1.5940 0.9571 0.9841
H -0.6731 0.4467 -2.6850
H -2.1821 0.0474 -0.3086
H -2.9522 0.5246 -1.8288
H -2.5187 2.5270 -0.4064
H -1.6266 2.5896 -1.9181
H 1.2839 3.3988 -0.1912
H -0.0901 4.1745 -0.9986
H -1.2717 1.6101 1.5451
H -0.6041 3.2406 1.5793
N 0.6298 -6.5781 2.3484
C 0.6457 -5.5258 1.8905
C 0.6607 -4.2053 1.3151
C 0.0158 -3.9630 0.1069
C 0.0554 -2.6836 -0.4078
N 0.6847 -1.6733 0.2073
C 1.3044 -1.9120 1.3714
C 1.3160 -3.1646 1.9582
H -0.5018 -4.7510 -0.4197
H -0.4316 -2.4448 -1.3441
H 1.7950 -1.0603 1.8253
H 1.8261 -3.3189 2.8975
```

Results of the Löwdin charge analysis, in e, for atoms 1 through 4:
1. Cr 0.89
2. O -0.14
3. C -0.17
4. C -0.14

=====

[2]
Formula: CH2N3O3
Source: the OMol25 dataset
Level of theory: ωB97M-V/def2-TZVPD

The LUMO energy (spin up / spin down) is 3.91 / 3.91 eV. Its frontier orbital gap (spin up / spin down) is 6.24 / 6.24 eV. As for the charge: -1. The energy above the lowest of the compared OMol25 structures with the same formula, charge and spin comes out at 195.5 kcal/mol. As for the SMILES: [O-]Nc1non1O. The energy is -429.02159 a.u.

The geometry in XYZ format:
```
9
CH2N3O3 (ωB97M-V/def2-TZVPD)
O -0.4719 1.7911 1.9694
N 0.0624 0.9975 1.0882
C -0.2141 0.6780 -0.1485
N -1.5398 0.4977 -0.9100
O -0.8733 -0.5928 -1.6390
N 0.3831 -0.2951 -0.9977
O 1.0808 -1.4529 -0.3320
H 1.0800 0.5358 1.2564
H 0.4927 -2.1593 -0.2868
```

Results of the Löwdin charge analysis, in e, for atoms 1 through 4:
1. O -0.26
2. N -0.21
3. C -0.32
4. N -0.02